No. 1
38
Properties=species:S:1:pos:R:3 method="wB97M-V/def2-TZVPD" total_charge=+2 e_homo_ev=-16.11 largest_force_ev_per_a=2.07 molar_mass_g_mol=405.2 orbital_gap_ev=9.1 lumo_ha=-0.25828
Y 0.01773 -0.12743 -0.07386
O -0.02173 4.41149 -0.02729
C -0.25887 3.13981 0.01685
O 0.61138 2.27053 0.12954
C -1.68959 2.73120 -0.05513
C -2.78773 3.56532 -0.03166
C -4.05356 2.97646 -0.02110
C -4.17149 1.59601 -0.01212
C -3.00957 0.83531 -0.03774
N -1.80442 1.39779 -0.07808
C -2.96063 -0.69121 0.05667
O -3.94268 -1.36481 -0.00414
O -1.71542 -1.11686 0.21889
H 0.92238 4.62644 0.03030
H -2.65743 4.63848 -0.00628
H -4.93930 3.59723 -0.00232
H -5.12959 1.09493 0.02245
C 4.59363 -0.20447 0.16968
C 3.19220 -0.52701 0.55546
O 2.21903 -0.11032 -0.11492
N 2.99991 -1.27831 1.63873
C 1.69181 -1.73446 2.10013
C 1.12880 -2.80261 1.17790
C 1.16523 -4.14461 1.50268
C 0.67833 -5.07095 0.58866
C 0.19280 -4.62327 -0.62864
C 0.19192 -3.26545 -0.88092
N 0.64247 -2.36763 0.00399
H 4.64533 0.82610 -0.17592
H 4.88318 -0.84078 -0.66994
H 5.30261 -0.35791 0.97957
H 3.80746 -1.57292 2.16503
H 0.99412 -0.87268 2.16203
H 1.79960 -2.12542 3.10667
H 1.55389 -4.46446 2.46029
H 0.67747 -6.12489 0.83129
H -0.19270 -5.31270 -1.36598
H -0.19748 -2.87905 -1.81575

=====

No. 2
108
Properties=species:S:1:pos:R:3 method="wB97M-V/def2-TZVPD" total_charge=0 e_homo_ev=-8.85 largest_force_ev_per_a=3.02 molar_mass_g_mol=750.9 smiles="COC(=O)OC.COC(=O)OC.COC(=O)OC.COC(=O)OC.c1ccccc1.c1ccccc1.c1ccccc1.c1ccccc1.c1ccccc1" orbital_gap_ev=9.3 lumo_ha=0.01662 e_above_lowest_ev=4.176
C 7.46732 12.55867 17.46120
O 7.31727 13.09036 16.17740
C 7.80993 12.42116 15.15785
O 8.43479 11.34813 15.25509
O 7.49534 13.09862 14.04932
C 8.15177 12.64601 12.84550
H 6.76030 13.00231 18.19497
H 8.48816 12.74481 17.82484
H 7.30075 11.45589 17.42491
H 9.11566 13.13050 12.78698
H 7.49548 12.90152 12.01023
H 8.25493 11.53468 12.86261
C 12.81902 13.72677 20.18952
O 13.84208 12.76704 19.95187
C 13.87386 11.72970 20.75062
O 13.27607 11.68250 21.79330
O 14.65610 10.74592 20.25893
C 15.65793 11.02788 19.28797
H 11.85817 13.27608 19.86492
H 13.03485 14.62087 19.59809
H 12.75596 13.99003 21.26313
H 15.18717 11.65060 18.52830
H 15.99170 10.07872 18.86374
H 16.48763 11.60974 19.71446
C 11.99348 10.20725 17.73710
O 11.78886 10.98720 16.53012
C 11.30687 12.26340 16.65037
O 10.91852 12.74598 17.68658
O 11.30269 12.96318 15.51206
C 11.74597 12.42418 14.30350
H 12.25494 9.24512 17.37890
H 11.09455 10.11090 18.33721
H 12.73592 10.62084 18.43301
H 12.77155 12.19539 14.36806
H 11.47261 13.13045 13.46400
H 11.23939 11.43991 14.09341
C 10.97586 12.38504 8.39729
O 11.78349 13.46654 8.86919
C 11.57355 13.76862 10.12663
O 10.78377 13.17148 10.83877
O 12.29607 14.78098 10.63209
C 12.98053 15.72035 9.83713
H 11.28434 11.49618 8.94663
H 11.11272 12.29403 7.30936
H 9.89599 12.48117 8.63726
H 13.96058 15.38210 9.46871
H 13.09915 16.62894 10.43306
H 12.29980 15.92949 9.01009
C 17.03456 14.73641 16.95224
C 15.78034 14.85371 17.60026
C 14.65456 14.91823 16.79107
C 14.75077 14.89829 15.41666
C 15.96539 14.75652 14.81296
C 17.15392 14.67678 15.57198
H 17.90136 14.51794 17.54571
H 15.82059 15.02288 18.69440
H 13.65106 15.01536 17.23760
H 13.82165 14.99441 14.92546
H 15.98455 14.76146 13.75135
H 18.15604 14.70385 15.17680
C 11.52575 17.88789 12.83252
C 12.20343 17.50509 14.03145
C 11.63396 16.57907 14.90044
C 10.45095 15.95061 14.54071
C 9.84608 16.27102 13.30340
C 10.32684 17.32420 12.50414
H 11.96350 18.70677 12.21835
H 13.11853 18.07802 14.17814
H 12.21262 16.50222 15.83993
H 10.04884 15.17081 15.17284
H 8.87794 15.87831 13.16498
H 9.77862 17.62476 11.61683
C 10.91652 7.59646 14.16613
C 11.07677 6.42930 14.95327
C 10.29653 6.30180 16.09756
C 9.47832 7.27805 16.54635
C 9.29439 8.45319 15.74457
C 10.09273 8.63415 14.64613
H 11.54395 7.73881 13.35084
H 11.78226 5.64078 14.70542
H 10.50947 5.45574 16.69158
H 9.02245 7.24887 17.55083
H 8.65258 9.30555 16.05402
H 10.04417 9.55920 14.00154
C 12.39161 8.62079 21.37724
C 12.48225 7.69520 20.34145
C 11.36863 7.15750 19.74677
C 10.10904 7.63665 20.12829
C 10.02862 8.63443 21.11138
C 11.13225 9.08399 21.80178
H 13.27000 9.04681 21.87306
H 13.47685 7.31965 20.05332
H 11.40223 6.40628 19.00402
H 9.20832 7.16180 19.77735
H 9.06656 9.05132 21.32442
H 11.09366 9.83097 22.57448
C 14.77930 10.10252 15.49584
C 15.05702 8.81185 15.85649
C 16.30886 8.40101 16.28502
C 17.36226 9.37731 16.35886
C 17.06112 10.68094 16.05334
C 15.79345 11.02990 15.67877
H 13.74900 10.42442 15.22658
H 14.29938 8.03460 15.60424
H 16.46569 7.36590 16.57314
H 18.33924 9.03922 16.72892
H 17.85443 11.36720 16.25930
H 15.54091 12.08232 15.47766